122
Properties=species:S:1:pos:R:3:forces:R:3 method="wB97M-V/def2-TZVPD" multiplicity=2 homo_lumo_gap_ev="8.0 / 5.8" e_above_lowest_ev=1.385 total_charge=0
Y 0.11052 0.00982 0.58192 0.2959 2.2408 -0.8148
C 0.81606 2.52881 4.85057 -0.0571 0.0345 -0.0948
Si 1.80692 1.78740 3.43440 0.1565 -0.0523 0.1429
C 3.48289 2.64790 3.28827 -0.0395 0.0309 -0.0371
C 2.06845 -0.02334 3.77914 -0.0786 0.1655 -0.1305
N 0.84115 1.99978 1.93552 -0.0532 0.0827 0.1698
C 0.33359 3.18562 1.61411 0.0622 -0.0105 -0.0194
C 0.84567 4.42130 2.13398 -0.0127 0.0052 0.0039
C 0.31089 5.63550 1.80993 0.0118 -0.0070 0.0016
C -0.79310 5.69883 0.94925 0.0047 -0.0077 0.0006
C -1.34057 4.54390 0.42017 -0.0104 0.0082 -0.0348
C -0.79651 3.30551 0.72245 0.0126 0.0435 -0.0221
O -1.31835 2.16056 0.21587 0.1331 0.1256 0.2523
C -2.65168 2.21263 -0.23383 -0.0034 0.0033 -0.1328
C -2.86789 2.23408 -1.59442 0.0247 0.0080 -0.0104
C -4.17540 2.24306 -2.05747 0.0064 -0.0098 0.0194
C -5.23122 2.23301 -1.15630 0.0141 -0.0015 -0.0128
C -4.98268 2.21278 0.20964 -0.0175 -0.0106 -0.0067
C -3.67983 2.20352 0.68647 0.0022 0.0224 0.0306
H 1.48106 3.02323 5.56259 0.0055 -0.0288 0.0251
H 0.28063 1.74448 5.38898 -0.0117 -0.0048 -0.0106
H 0.08293 3.26419 4.51550 0.0139 0.0147 0.0191
H 4.24781 2.01628 3.74538 0.0120 -0.0139 0.0026
H 3.49880 3.61041 3.80352 0.0080 0.0039 -0.0002
H 3.77571 2.82177 2.25018 0.0019 -0.0022 0.0036
H 1.83711 -0.21092 4.83065 0.0176 0.1089 -0.0910
H 3.10061 -0.33294 3.60489 -0.0659 0.0671 -0.0359
H 1.42279 -0.70014 3.22231 -0.0222 -0.0205 0.0142
H 1.70192 4.37482 2.79149 -0.0065 0.0022 0.0078
H 0.73412 6.54265 2.21957 0.0002 0.0023 -0.0066
H -1.22778 6.65555 0.69267 0.0045 0.0024 0.0005
H -2.19840 4.60193 -0.23411 -0.0017 -0.0119 0.0005
H -2.01515 2.21287 -2.26012 -0.0024 -0.0329 0.0049
H -4.36875 2.24351 -3.12244 -0.0094 0.0073 0.0028
H -6.24988 2.23117 -1.52010 -0.0016 -0.0055 0.0064
H -5.80623 2.18925 0.91066 -0.0015 0.0064 -0.0002
H -3.45595 2.17465 1.74419 0.0057 -0.0212 -0.0007
O -1.52720 0.61828 2.47165 -0.0852 0.0482 0.0256
H -1.10322 0.42229 3.32176 -0.0180 -0.1459 -0.0203
H -2.19865 -0.09223 2.44207 0.0613 -0.0579 -0.0386
Cl -2.12388 -0.88466 -0.39666 -0.8870 -0.2183 -0.3211
Ge -0.79605 -2.85224 -0.79619 0.1655 -0.1401 -0.5535
Cl -2.02721 -3.39048 -2.62278 0.0596 0.0635 -0.0377
Cl -2.36092 -4.00861 1.13898 -0.1131 0.0328 -0.0763
F 0.60690 -1.06938 -1.21677 -0.1936 -0.5089 -0.0758
N 1.16460 1.57700 -0.87676 0.5245 0.5426 -0.4814
C 2.09754 2.03400 -1.38536 -0.0176 -0.1027 -0.0804
N 3.15527 2.53188 -1.96519 -0.0380 0.0934 -0.0155
C 3.93446 1.73755 -2.92245 0.0457 -0.0463 0.0305
C 5.27789 1.34384 -2.30296 -0.0134 0.0040 0.0026
C 5.79771 2.44330 -1.35814 -0.0056 0.0116 -0.0311
C 5.22494 3.80953 -1.72792 0.0004 -0.0330 0.0262
C 3.71361 3.81674 -1.51050 0.0085 0.0015 -0.0055
H 4.06999 2.33966 -3.82304 -0.0047 -0.0032 -0.0009
H 3.34732 0.86311 -3.19568 -0.0137 0.0104 -0.0091
H 5.98892 1.16074 -3.11044 0.0025 0.0012 0.0009
H 5.16575 0.40769 -1.75400 0.0099 -0.0063 -0.0081
H 6.88681 2.47112 -1.37647 0.0016 -0.0089 0.0232
H 5.50732 2.21192 -0.32852 -0.0015 -0.0009 0.0026
H 5.46006 4.04634 -2.76819 0.0003 0.0053 -0.0005
H 5.66516 4.59814 -1.11732 0.0028 0.0139 -0.0199
H 3.23356 4.64127 -2.04308 0.0016 -0.0010 0.0017
H 3.48676 3.92246 -0.44694 0.0000 -0.0057 0.0016
C 0.45453 -0.58589 -4.23682 0.0235 -0.0076 0.0201
N 0.46723 -0.71120 -5.69967 -0.0006 0.0090 0.0066
C -0.89524 -1.04493 -6.13412 0.0080 0.0087 0.0018
N -1.87049 -0.02778 -5.72628 0.0088 -0.0218 0.0118
C -1.81913 0.07443 -4.26225 0.0368 -0.0942 -0.0717
N -0.48107 0.44360 -3.78522 -0.1975 0.1958 0.0734
C -0.11008 1.71153 -4.40180 0.1002 -0.0301 -0.0593
N -0.11061 1.65446 -5.86793 0.0055 -0.0298 0.0223
C 0.81788 0.58882 -6.26809 0.0017 0.0140 0.0000
C -1.45905 1.25397 -6.29347 0.0061 0.0146 -0.0064
H 1.45939 -0.33109 -3.89035 -0.0022 -0.0078 0.0143
H 0.17216 -1.53921 -3.79172 -0.0054 -0.0011 -0.0105
H -1.18076 -2.00252 -5.69636 0.0003 -0.0035 -0.0045
H -0.90660 -1.13138 -7.22300 -0.0063 -0.0124 0.0027
H -2.09359 -0.88696 -3.82779 -0.0171 0.0170 0.0260
H -2.54198 0.82359 -3.93523 0.0035 0.0244 -0.0226
H 0.89487 1.99034 -4.06667 -0.0072 0.0081 0.0208
H -0.80857 2.49191 -4.08525 -0.0049 -0.0023 -0.0029
H 1.82450 0.86060 -5.93728 0.0014 -0.0034 -0.0060
H 0.81792 0.51493 -7.35791 0.0031 -0.0027 0.0009
H -1.47638 1.18552 -7.38349 -0.0066 0.0015 0.0009
H -2.16706 2.02579 -5.98060 -0.0035 -0.0032 -0.0082
C 3.73276 -0.37363 6.89897 0.0181 -0.0380 -0.0228
C 4.22177 -1.40858 5.92175 0.0541 -0.0493 0.0538
C 5.56880 -1.48054 5.57639 -0.0311 0.0309 0.0079
C 6.01850 -2.40262 4.64613 -0.0059 -0.0586 0.0041
C 5.12553 -3.29002 4.05554 0.0538 -0.0807 0.1166
N 5.63484 -4.23855 3.12035 0.1214 -0.0424 0.0938
C 4.93800 -4.81147 2.08552 -0.0945 -0.0191 0.0117
O 5.15554 -5.93392 1.68329 -0.0168 0.0754 0.0795
N 3.94715 -4.01543 1.52203 -0.0655 -0.1807 -0.1409
C 3.93744 -2.64510 1.33127 -0.0620 0.1311 -0.0789
C 5.02895 -1.80910 1.54017 0.0866 0.0558 -0.0910
C 4.87587 -0.45102 1.31196 0.0108 -0.0193 -0.0317
C 3.65021 0.03495 0.90361 -0.0424 0.0515 -0.1092
N 2.60023 -0.76280 0.68618 0.0546 0.2588 0.3038
C 2.75152 -2.06568 0.87428 0.0361 -0.0714 0.0066
C 3.78237 -3.24262 4.40239 -0.0089 -0.0119 0.0716
C 3.34217 -2.30125 5.32102 0.1213 -0.1989 0.0949
H 4.33577 -0.37040 7.80800 -0.0077 0.0072 -0.0006
H 2.69623 -0.55819 7.17804 -0.0094 -0.0020 0.0209
H 3.78930 0.62780 6.46482 -0.0038 0.0346 -0.0018
H 6.27668 -0.79872 6.03451 0.0052 -0.0058 0.0073
H 7.06739 -2.44368 4.37566 0.0042 0.0107 -0.0063
H 6.37909 -4.83821 3.44304 0.0066 0.0147 0.0217
H 3.20405 -4.54421 1.09025 0.0456 -0.0139 -0.0891
H 5.97902 -2.20935 1.86632 -0.0697 0.0489 -0.0715
H 5.70741 0.22512 1.46357 -0.0053 0.0052 0.0120
H 3.48993 1.09496 0.74008 -0.0048 0.0035 0.0200
H 1.89249 -2.69569 0.67776 -0.0333 0.0200 0.0644
H 3.06837 -3.92055 3.95482 -0.0201 0.0018 0.0429
H 2.28760 -2.27232 5.56326 -0.0029 -0.0662 -0.0050
F -1.73579 -3.89299 4.03520 -0.0131 -0.1469 -0.2950
Te -0.87652 -2.85290 2.75726 0.4907 -0.0914 1.3292
F -2.54753 -1.85559 2.64102 0.0544 -0.0088 -0.1374
F -0.82620 -1.44474 4.12264 0.0030 0.0232 -0.0711
F 0.65854 -3.18513 3.85791 0.0987 0.0759 -0.0463
F 0.14432 -4.25869 1.90138 -0.1524 0.0172 0.0154
O 0.01341 -1.67990 1.65245 -0.4540 -2.1284 1.2244